# 1
{"formula": "C34H38N3O", "method": "wB97M-V/def2-TZVPD", "homo_energy_ev": -9.55, "lumo_energy_ev": -5.00, "homo_lumo_gap_ev": 4.55, "multiplicity": 1, "charge": 1, "species": ["O", "N", "N", "N", "C", "C", "C", "C", "C", "C", "C", "C", "C", "C", "C", "C", "C", "C", "C", "C", "C", "C", "C", "C", "C", "C", "C", "C", "C", "C", "C", "C", "C", "C", "C", "C", "C", "C", "H", "H", "H", "H", "H", "H", "H", "H", "H", "H", "H", "H", "H", "H", "H", "H", "H", "H", "H", "H", "H", "H", "H", "H", "H", "H", "H", "H", "H", "H", "H", "H", "H", "H", "H", "H", "H", "H"], "coordinates": [[-5.226, -3.807, -0.932], [-2.719, -3.718, 0.264], [-2.833, 3.667, 2.630], [5.831, 0.334, -1.332], [5.787, 0.081, -2.732], [4.645, 0.231, -0.569], [5.515, 1.110, -3.643], [-1.193, 0.373, 2.444], [-0.340, -3.261, 0.127], [0.968, -0.332, 1.516], [-5.069, 2.942, 1.897], [-6.040, 3.860, -0.128], [-2.773, -4.002, -1.162], [0.979, -3.667, 0.671], [6.892, 1.203, -0.808], [4.517, -0.796, 0.381], [-4.163, -4.404, -1.670], [-1.509, -3.444, 0.817], [5.979, -1.231, -3.199], [0.097, 0.704, 1.926], [0.436, 2.094, 1.893], [5.631, -0.486, -5.473], [-4.849, 4.558, -0.373], [3.313, -1.000, 1.035], [-0.482, 3.078, 2.220], [-2.137, 1.345, 2.676], [2.188, -0.151, 0.806], [-6.145, 3.060, 1.016], [5.931, -1.507, -4.562], [-2.577, 4.925, 3.335], [3.557, 1.102, -0.788], [2.346, 0.880, -0.163], [-3.919, -3.642, 1.126], [-3.890, 3.672, 1.679], [5.399, 0.814, -5.004], [-1.813, 2.714, 2.536], [-3.791, 4.484, 0.530], [-5.180, -4.161, 0.451], [-6.068, -3.681, 0.876], [-5.259, -5.256, 0.587], [5.133, 1.610, -5.696], [6.128, -2.519, -4.914], [-7.073, 2.532, 1.228], [6.986, 1.017, 0.269], [0.694, -1.338, 1.837], [-2.071, 5.661, 2.694], [-5.125, 2.308, 2.783], [-3.150, 1.094, 2.985], [-1.434, -0.677, 2.639], [-4.304, -4.014, -2.685], [0.838, -4.250, 1.594], [-3.546, 5.323, 3.665], [3.241, -1.794, 1.782], [1.501, 1.518, -0.404], [-3.736, -4.218, 2.042], [-0.200, 4.136, 2.134], [-1.955, 4.715, 4.211], [5.356, 2.119, -3.260], [3.681, 1.942, -1.474], [-6.876, 3.941, -0.828], [-4.746, 5.176, -1.262], [7.839, 0.963, -1.313], [-2.089, -4.833, -1.402], [1.435, 2.402, 1.600], [5.369, -1.451, 0.546], [-0.390, -2.887, -0.896], [1.636, -2.829, 0.922], [5.567, -0.702, -6.544], [-2.430, -3.111, -1.721], [6.641, 2.264, -0.955], [1.554, -4.294, -0.027], [-2.863, 5.038, 0.370], [-4.098, -2.588, 1.401], [-4.249, -5.509, -1.679], [6.169, -2.009, -2.459], [-1.470, -3.421, 1.910]], "lowdin_charge": [-0.13, -0.12, -0.11, -0.14, -0.25, -0.20, -0.03, 0.02, -0.18, 0.11, -0.02, -0.07, -0.14, -0.12, -0.03, 0.02, -0.18, -0.15, -0.01, -0.19, 0.01, -0.08, -0.07, 0.00, 0.03, 0.02, -0.20, -0.07, -0.08, -0.03, 0.03, -0.01, -0.13, -0.24, -0.08, -0.17, -0.01, -0.18, 0.13, 0.13, 0.11, 0.11, 0.11, 0.09, 0.11, 0.09, 0.11, 0.12, 0.12, 0.13, 0.09, 0.11, 0.12, 0.12, 0.12, 0.13, 0.10, 0.11, 0.12, 0.11, 0.11, 0.10, 0.13, 0.12, 0.13, 0.09, 0.01, 0.11, 0.12, 0.08, 0.09, 0.12, 0.12, 0.13, 0.12, 0.12]}

# 2
{"formula": "C34H38N4O2PrS", "method": "wB97M-V/def2-TZVPD", "homo_energy_ev": [-10.05, -10.07], "lumo_energy_ev": [-2.96, -2.95], "homo_lumo_gap_ev": [7.10, 7.12], "multiplicity": 3, "charge": 1, "species": ["Pr", "S", "O", "O", "N", "N", "N", "N", "C", "C", "C", "C", "C", "C", "C", "C", "C", "C", "C", "C", "C", "C", "C", "C", "C", "C", "C", "C", "C", "C", "C", "C", "C", "C", "C", "C", "C", "C", "C", "C", "C", "C", "H", "H", "H", "H", "H", "H", "H", "H", "H", "H", "H", "H", "H", "H", "H", "H", "H", "H", "H", "H", "H", "H", "H", "H", "H", "H", "H", "H", "H", "H", "H", "H", "H", "H", "H", "H", "H", "H"], "coordinates": [[-0.793, 1.513, 1.721], [3.133, -0.004, 4.612], [-2.283, 2.834, 0.611], [-2.947, 2.260, 2.676], [1.548, 1.128, 2.861], [-0.509, 4.093, 2.851], [-0.111, 1.419, -0.876], [-0.994, -0.755, 0.522], [-1.500, 5.177, 2.570], [-0.405, 1.443, -5.187], [-2.094, 0.112, 4.897], [0.401, 2.517, -5.875], [0.114, -5.729, 0.258], [-0.234, -2.203, -1.258], [-1.227, -5.237, -1.773], [3.726, 0.294, 2.954], [0.298, 0.205, 4.759], [-0.545, -0.962, -0.724], [-0.289, 1.511, -3.679], [-0.358, 0.251, -1.555], [2.769, 1.028, 2.218], [-0.947, 0.567, 4.247], [5.014, 0.057, 0.891], [-2.822, 3.157, 1.768], [-0.793, -1.284, 6.355], [-2.928, 4.604, 2.086], [-0.882, -3.104, 0.894], [4.870, -0.175, 2.280], [-1.908, 1.613, -5.531], [-0.037, 2.657, -2.922], [-0.041, 2.567, -1.532], [1.225, -4.649, -1.803], [-0.048, -4.724, -0.929], [-0.412, -3.306, -0.429], [1.553, 0.527, 4.059], [0.356, -0.731, 5.845], [4.126, 0.941, 0.275], [-0.440, 0.293, -2.959], [3.009, 1.440, 0.884], [-2.054, -0.925, 5.836], [-1.188, -1.816, 1.331], [-0.019, 0.067, -5.826], [0.019, 3.459, -0.932], [-2.264, 2.629, -5.215], [-2.009, 1.569, -6.595], [-2.025, -5.595, -1.102], [0.128, -2.252, -2.277], [-0.657, -2.085, 7.102], [-0.910, -6.069, -2.331], [0.161, 3.555, -5.701], [0.345, 2.504, -6.956], [5.610, -0.817, 2.832], [-0.820, -3.998, 1.579], [0.170, 3.626, -3.376], [-1.604, 5.830, 3.427], [-1.569, -1.645, 2.309], [-2.479, 0.821, -5.076], [-0.156, 0.095, -6.894], [1.845, -5.566, -1.797], [1.481, 2.428, -5.617], [-0.661, -0.742, -5.500], [-3.014, -1.365, 6.158], [1.825, -3.822, -1.581], [1.345, -0.969, 6.267], [-3.328, 5.192, 1.200], [-0.748, -5.854, 0.909], [-0.531, -0.661, -3.514], [4.315, 1.239, -0.758], [0.964, -5.375, 0.897], [0.402, -6.708, -0.148], [-1.065, 5.711, 1.730], [2.186, 1.978, 0.326], [-0.248, 3.962, 3.820], [0.942, -4.481, -2.876], [0.408, 4.331, 2.453], [5.840, -0.348, 0.323], [-3.688, 4.774, 2.910], [0.985, -0.173, -5.628], [-1.448, -4.389, -2.425], [-3.083, 0.537, 4.652]], "lowdin_charge": [1.36, 1.12, -0.17, -0.07, -0.03, -0.02, 0.01, 0.01, -0.15, -0.54, -0.13, -0.07, -0.06, 0.05, -0.03, -0.42, -0.28, -0.19, -0.12, -0.15, -0.31, -0.17, -0.07, -0.62, -0.09, -0.07, 0.04, -0.07, -0.03, 0.03, -0.11, -0.04, -0.53, -0.12, -0.48, -0.07, -0.10, 0.08, -0.03, -0.07, -0.06, -0.04, 0.12, 0.11, 0.08, 0.10, 0.12, 0.11, 0.07, 0.08, 0.09, 0.13, 0.13, 0.12, 0.11, 0.11, 0.08, 0.09, 0.10, 0.11, 0.07, 0.11, 0.05, 0.08, 0.14, 0.07, 0.11, 0.11, 0.10, 0.09, 0.11, 0.11, 0.10, 0.10, 0.10, 0.11, 0.14, 0.07, 0.09, 0.10]}

# 3
{"formula": "C34H39BO4S", "method": "wB97M-V/def2-TZVPD", "homo_energy_ev": -4.18, "lumo_energy_ev": -2.43, "homo_lumo_gap_ev": 1.75, "de_lowest_ev": 7.098, "multiplicity": 1, "charge": 0, "species": ["S", "O", "O", "O", "O", "C", "C", "C", "C", "C", "C", "C", "C", "C", "C", "C", "C", "C", "C", "C", "C", "C", "C", "C", "C", "C", "C", "C", "C", "C", "C", "C", "C", "C", "C", "C", "C", "C", "C", "B", "H", "H", "H", "H", "H", "H", "H", "H", "H", "H", "H", "H", "H", "H", "H", "H", "H", "H", "H", "H", "H", "H", "H", "H", "H", "H", "H", "H", "H", "H", "H", "H", "H", "H", "H", "H", "H", "H", "H"], "coordinates": [[-0.702, -3.201, -1.260], [4.745, 2.516, -0.659], [0.488, 1.192, 3.088], [-4.540, 1.821, -2.148], [-1.630, 0.260, 2.857], [0.029, -4.049, 0.047], [4.682, 3.758, -1.379], [-4.450, -0.616, -2.347], [-0.734, -4.913, 0.966], [3.596, 1.800, -0.522], [1.775, -2.799, -0.846], [3.575, 0.750, 0.416], [1.269, 1.364, -1.014], [2.032, -0.697, -3.054], [2.141, 0.174, -4.127], [2.434, 2.072, -1.275], [-1.503, 1.411, -0.072], [-3.498, 1.322, -1.417], [1.432, -3.836, 0.022], [-0.207, -0.038, -4.579], [1.027, 0.559, -4.890], [-0.326, -0.917, -3.494], [1.241, 0.307, -0.105], [2.392, 0.049, 0.651], [-5.269, 0.634, -2.718], [0.788, -1.236, -2.711], [-3.394, -0.081, -1.442], [0.102, -0.713, -0.276], [0.072, 0.793, 4.430], [-2.330, -0.152, 5.074], [-0.633, -1.678, 3.900], [1.143, 1.626, -5.950], [-2.559, 2.078, -0.693], [-1.119, -0.235, 4.140], [-2.289, -0.729, -0.875], [1.337, 0.255, 5.110], [0.635, -1.972, -1.372], [-0.448, 2.039, 5.193], [-1.238, 0.023, -0.329], [-0.672, 1.059, 2.390], [-2.299, -1.829, -0.821], [1.038, -0.241, 6.050], [-0.821, 2.012, 0.579], [0.950, 2.662, -5.585], [-5.355, 0.763, -3.811], [-2.710, 0.882, 5.179], [0.410, 1.596, -1.650], [4.832, 3.594, -2.467], [3.115, 0.554, -4.403], [-0.712, 1.811, 6.238], [1.937, -0.438, 4.466], [-6.268, 0.581, -2.242], [2.110, -4.477, 0.631], [0.400, 2.735, 5.293], [2.382, -0.735, 1.403], [-4.047, -1.117, -3.239], [-1.798, -4.667, 0.917], [5.505, 4.372, -0.976], [-2.710, 3.158, -0.662], [2.475, 2.795, -2.096], [-2.099, -0.502, 6.088], [-0.346, -4.761, 1.980], [2.169, 1.621, -6.351], [-1.329, -1.288, -3.258], [-1.427, -2.336, 3.499], [1.985, 1.106, 5.457], [-1.054, 0.155, -5.233], [-0.259, -2.131, 4.835], [3.695, 4.239, -1.226], [0.455, 1.449, -6.791], [2.806, -2.476, -1.012], [-3.166, -0.747, 4.672], [2.922, -0.875, -2.453], [0.054, -1.429, 0.603], [-0.619, -5.977, 0.720], [0.186, -1.725, 3.154], [4.505, 0.472, 0.929], [-5.032, -1.386, -1.832], [-1.271, 2.581, 4.689]], "lowdin_charge": [0.99, -0.10, 0.17, -0.03, 0.18, -0.65, -0.08, -0.10, -0.16, -0.28, -0.20, 0.00, -0.06, -0.03, -0.05, -0.02, -0.08, -0.23, -0.17, -0.04, -0.28, -0.04, -0.23, -0.04, -0.09, -0.20, -0.13, -0.15, -0.42, 0.00, 0.01, -0.07, 0.02, -0.40, -0.02, 0.00, -0.50, -0.01, -0.16, -0.24, 0.04, 0.10, 0.11, 0.08, 0.12, 0.09, 0.13, 0.10, 0.11, 0.10, 0.11, 0.12, 0.11, 0.10, 0.11, 0.12, 0.06, 0.09, 0.12, 0.11, 0.10, 0.06, 0.07, 0.09, 0.11, 0.11, 0.10, 0.10, 0.09, 0.07, 0.07, 0.11, 0.12, 0.13, 0.06, 0.10, 0.12, 0.12, 0.10]}

- Which formula does entry 2 have?
  C34H38N4O2PrS